# 1
Computed, not measured: a molecular structure, C39H40CrN6O4Sb2 in a non-equilibrium geometry, with wB97M-V/def2-TZVPD.

Geometry as XYZ:
```
92
C39H40CrN6O4Sb2 | the Open Molecules 2025 dataset | wB97M-V/def2-TZVPD
Cr -1.3109 0.5534 0.5346
N -3.8515 2.1812 -2.5155
C -3.0064 1.3752 -1.7985
N -2.5929 1.6989 -0.6532
C -3.2813 2.6955 0.1276
N -3.3610 2.4962 1.4087
N -2.5566 1.4885 1.8170
C -2.2928 1.4105 3.1397
C -1.3328 0.5451 3.5896
C -0.7228 0.5478 4.9073
C 0.3546 -0.2094 5.1203
C 0.7874 -1.1873 4.0867
C 0.4721 -0.6404 2.7480
N -0.5130 0.1148 2.5717
C -4.1649 3.6347 -0.5855
C -4.6168 4.8760 -0.0704
C -5.2799 5.7467 -0.8866
C -5.4661 5.4497 -2.2414
C -5.0151 4.2657 -2.8071
C -4.3879 3.3365 -1.9470
H -4.3505 1.8131 -3.2975
H -2.6706 0.4914 -2.3035
H -2.8168 1.9388 3.8810
H -1.0710 1.1623 5.7459
H 0.9108 -0.0555 6.0175
H 0.0504 -2.0432 4.0826
H 1.2680 -0.7149 2.0157
H -4.4781 5.1776 0.9569
H -5.6646 6.7433 -0.5534
H -5.9887 6.1518 -2.9185
H -5.1522 3.9409 -3.8074
C 4.2775 1.0717 -1.0736
Sb 3.5890 0.4449 0.9056
C 2.2634 -1.7295 4.1695
C 4.2713 -1.6408 0.4996
C 3.3301 -2.7815 0.4621
C 3.2276 -3.5994 1.5643
C 2.3512 -4.6449 1.6644
C 1.6001 -4.9329 0.5365
C 1.8088 -4.2564 -0.6098
C 2.6259 -3.1529 -0.6805
C 2.8902 -2.4324 -1.9674
Sb 4.6791 -3.1790 -2.9473
C 4.8748 -5.0654 -2.0014
C 3.5735 -3.8401 -4.7150
H 4.9814 0.2382 -1.3022
H 4.7959 2.0349 -1.0703
H 3.5580 1.0052 -1.9076
H 3.0324 -0.9909 4.3479
H 2.4450 -2.2218 3.2241
H 2.4049 -2.5734 4.9223
H 5.1152 -1.8609 1.1783
H 4.7114 -1.5054 -0.4589
H 3.9976 -3.4015 2.3145
H 2.0386 -5.0731 2.6073
H 0.7944 -5.6384 0.6061
H 1.2622 -4.6060 -1.4859
H 2.9993 -1.3237 -1.8507
H 2.1581 -2.5797 -2.7393
H 5.5891 -5.7018 -2.6225
H 3.9273 -5.5243 -1.7235
H 5.4247 -4.8442 -1.0277
H 4.3766 -4.3416 -5.2945
H 3.0915 -3.0334 -5.2163
H 2.7718 -4.5618 -4.5022
O 1.4434 1.1238 -2.3542
C 0.6744 1.2064 -1.4243
O 0.1673 0.1800 -0.7912
C 0.3420 2.5414 -0.9391
C 0.1181 3.5214 -1.9136
C -0.3480 4.7381 -1.4979
C -0.4862 4.9545 -0.1697
C -0.2610 4.0941 0.8190
C 0.2695 2.8164 0.4472
N -0.9522 6.3413 0.1625
O -0.9439 7.1552 -0.7648
O -1.3257 6.4797 1.3347
H 0.2199 3.2497 -2.9510
H -0.5101 5.4692 -2.2338
H -0.5031 4.3153 1.8681
H 0.3719 1.9509 1.1239
C -3.2368 -3.6889 -0.0686
C -1.9252 -3.4622 -0.4834
C -1.4065 -2.1666 -0.4241
C -2.1988 -1.1162 0.1018
C -3.5776 -1.3910 0.4148
C -4.1314 -2.6524 0.1998
H -3.6110 -4.7236 -0.0773
H -1.2257 -4.2709 -0.8052
H -0.3919 -2.0213 -0.8101
H -4.0934 -0.5252 0.8113
H -5.2145 -2.8621 0.2539
```

The value obtained for the gap between HOMO and LUMO (spin up / spin down) is 6.2 / 6.2 eV. The energy comes out at -3664.37925 a.u. The spin multiplicity is 5. The energy above the lowest of the compared OMol25 structures with the same formula, charge and spin comes out at 57.28 kcal per mole. The HOMO energy (spin up / spin down) is -6.85 / -7.01 eV. The maximum force is 3.90 eV Å⁻¹. Its total charge is 0.

Here are the Mulliken charges for atoms 1 to 2, given in e: atom 1 (Cr): -0.5195, atom 2 (N): -0.0540

***

# 2
Computed, not measured: 3 unconnected molecules or ions with the total composition C39H40F4N2O8S2 in a non-equilibrium geometry, with wB97M-V/def2-TZVPD.

Geometry as XYZ:
```
95
C39H40F4N2O8S2 | the Open Molecules 2025 dataset | wB97M-V/def2-TZVPD
C -2.9644 4.6021 1.3199
C -3.5119 3.5263 0.7637
C -2.8639 2.7584 -0.3341
C -3.1605 2.9250 -1.6877
C -4.2165 3.9049 -2.1396
C -5.4252 3.1841 -2.7914
C -2.4854 2.1502 -2.6214
C -1.5178 1.2093 -2.2839
C -0.8558 0.4732 -3.4283
C -0.6062 -1.0221 -3.2522
C -0.3779 -1.7325 -4.6054
C 0.8756 -2.6196 -4.5971
C -1.6269 -2.5123 -5.0226
C -1.2207 1.0428 -0.9280
C -1.9005 1.8095 0.0171
S -1.5306 1.5850 1.7373
C -1.3177 -0.1583 1.7081
C -1.7441 -0.9891 2.7515
S -2.5354 -0.4174 4.2183
O -3.3763 0.7195 4.0021
O -3.0934 -1.5498 4.9022
C -1.1375 0.1574 5.2934
F -0.6781 1.3395 4.8648
F -1.5960 0.2879 6.5390
F -0.1403 -0.7372 5.2730
C -1.5645 -2.3626 2.6894
C -0.9958 -2.9336 1.5667
C -0.8897 -4.4438 1.5033
C -2.1422 -5.0883 0.9342
O -2.1332 -5.9998 0.1479
O -3.2792 -4.5573 1.4309
C -0.5540 -2.1185 0.5170
N 0.0252 -2.6968 -0.6567
C -0.6895 -0.7212 0.5926
N -0.2165 0.1044 -0.4797
C 1.0846 0.7464 -0.3005
F 0.9564 2.1074 0.0167
C 2.0120 0.1202 0.7131
C 2.5697 -1.2571 0.2894
H -2.1947 5.1811 0.8222
H -3.2906 4.9621 2.2891
H -4.4614 3.1711 1.1549
H -4.5861 4.4413 -1.2686
H -3.7774 4.6141 -2.8399
H -5.5658 3.4675 -3.8340
H -5.3121 2.1013 -2.7505
H -6.3494 3.4319 -2.2690
H -2.7324 2.2956 -3.6676
H -1.5314 0.5835 -4.2819
H 0.0750 0.9681 -3.7227
H 0.2738 -1.1700 -2.6309
H -1.4453 -1.4762 -2.7180
H -0.2132 -0.9451 -5.3486
H 1.7633 -2.0667 -4.9058
H 1.0646 -3.0507 -3.6123
H 0.7511 -3.4482 -5.2973
H -1.9107 -3.2035 -4.2244
H -1.4480 -3.1101 -5.9171
H -2.4570 -1.8279 -5.2039
H -1.8951 -2.9912 3.5035
H -0.8172 -4.8020 2.5330
H -0.0527 -4.7950 0.9123
H -4.0084 -4.8276 0.8548
H 0.6270 -3.4732 -0.4126
H -0.7147 -3.0665 -1.2447
H 1.5836 0.7364 -1.2764
H 2.8629 0.8021 0.7605
H 1.5797 0.1121 1.7145
H 2.4382 -2.0120 1.0603
H 3.6330 -1.1724 0.0849
H 2.0979 -1.5633 -0.6413
O 4.7482 -3.3549 -0.1146
C 5.3711 -3.9028 0.7699
C 4.8147 -4.0372 2.1401
C 5.5012 -4.6366 3.1085
C 6.8541 -5.1993 2.8608
O 7.4769 -5.7467 3.7428
C 7.4105 -5.0644 1.4906
C 6.7232 -4.4643 0.5229
H 3.8283 -3.6212 2.3010
H 5.1168 -4.7454 4.1147
H 8.3971 -5.4809 1.3330
H 7.1076 -4.3548 -0.4831
O -0.4739 6.1118 -0.7762
C 0.4203 6.2143 0.0372
C 0.6049 7.4651 0.8170
C 1.5850 7.5827 1.7081
C 2.5347 6.4681 1.9607
O 3.4267 6.5785 2.7738
C 2.3475 5.2208 1.1803
C 1.3669 5.0995 0.2896
H -0.0990 8.2629 0.6159
H 1.7410 8.4834 2.2882
H 3.0503 4.4219 1.3805
H 1.2141 4.1994 -0.2861
```

The value obtained for the gap between HOMO and LUMO is 6.5 eV. The energy comes out at -3417.30897 a.u. The spin multiplicity is 1. The structure (SMILES) is C=Cc1c(CC)cc(CCC(C)C)c2c1Sc1c(S(=O)(=O)C(F)(F)F)cc(CC(=O)O)c(N)c1N2[C@@H](F)CC.O=C1C=CC(=O)C=C1.O=C1C=CC(=O)C=C1. The HOMO energy is -8.30 eV. The maximum force is 1.20 eV Å⁻¹. Its total charge is 0.

Here are the Mulliken charges for atoms 1 to 2, given in e: atom 1 (C): -0.5712, atom 2 (C): -1.8621

***

# 3
Computed, not measured: a molecular structure, C39H40HfIN2S in a non-equilibrium geometry, with wB97M-V/def2-TZVPD.

Geometry as XYZ:
```
84
C39H40HfIN2S | the Open Molecules 2025 dataset | wB97M-V/def2-TZVPD
Hf 7.1062 7.2314 15.5588
C 8.3344 12.4962 18.6985
C 9.5572 11.5972 19.0275
C 10.2970 12.2665 20.2088
C 10.5535 11.4857 17.8524
C 9.0113 10.1273 19.3272
C 8.7398 9.7437 20.6084
C 8.2482 8.4637 20.9057
C 8.0150 7.6386 19.8651
S 7.5023 5.9846 19.9412
C 7.2960 5.9411 18.2297
N 7.7909 7.0364 17.6392
C 8.2019 8.0354 18.5331
C 8.8091 9.2440 18.2311
C 6.5010 4.9489 17.5472
C 6.0924 3.7973 18.1697
C 4.9903 3.1211 17.6735
C 4.3769 3.6089 16.5025
C 4.8770 4.6774 15.8112
C 5.9742 5.3726 16.3127
H 8.6287 13.5396 18.5771
H 7.7045 12.5156 19.5979
H 7.7292 12.1607 17.8400
H 10.6406 13.1972 19.7971
H 11.1345 11.6988 20.5877
H 9.5800 12.4669 21.0493
H 10.9241 12.5121 17.6459
H 10.2049 11.1404 16.8768
H 11.4314 10.8901 18.0930
H 8.8918 10.4270 21.4093
H 8.0166 8.0817 21.9174
H 9.0001 9.5499 17.2217
H 6.5537 3.4432 19.0746
H 4.5972 2.2910 18.2722
H 3.5490 3.0690 16.0854
H 4.3767 4.9749 14.9318
I 4.2337 8.0781 16.2764
C 4.6648 10.1867 16.1326
C 3.7110 11.1422 16.4170
C 4.0342 12.5008 16.1529
C 5.2698 12.8262 15.6452
C 6.2531 11.8536 15.4421
C 7.6034 12.1829 15.0808
C 8.4614 11.2250 14.6872
C 8.0986 9.8551 14.7333
C 6.8865 9.4474 15.2685
C 5.9335 10.4794 15.6221
H 2.7726 10.8428 16.8348
H 3.3191 13.2623 16.3428
H 5.5491 13.8592 15.4401
H 7.8481 13.2360 15.0030
H 9.4571 11.5088 14.4108
H 8.7899 9.1301 14.3090
C 5.4898 2.7170 12.4217
C 5.8606 4.1595 12.5604
C 4.9610 5.2056 12.1947
C 5.2051 6.5083 12.4301
C 4.3688 7.6475 11.8824
C 6.4590 6.8354 13.1261
C 7.3792 5.8041 13.5184
C 6.9976 4.4897 13.2533
N 8.4520 6.2442 14.3037
C 9.7519 5.4682 14.4020
C 10.2340 5.1304 12.9923
C 9.6446 4.2653 15.3085
C 10.7533 6.4397 15.0569
H 4.5450 2.5355 12.9709
H 6.3296 2.1228 12.7924
H 5.2140 2.4992 11.3833
H 4.0921 4.9502 11.5647
H 3.8207 8.1080 12.6933
H 3.6519 7.2659 11.1356
H 4.9396 8.4392 11.3499
H 6.8722 7.8034 12.9553
H 7.6515 3.6906 13.5484
H 9.5656 4.4033 12.4890
H 11.2063 4.6821 13.0898
H 10.2408 6.0603 12.3986
H 9.0044 3.4598 14.9256
H 9.1699 4.5364 16.2659
H 10.6405 3.8925 15.4729
H 10.9616 7.3289 14.4152
H 11.7103 5.9918 15.2574
H 10.4239 6.7475 16.0823
```

The value obtained for the gap between HOMO and LUMO is 7.4 eV. The energy comes out at -2363.39492 a.u. The spin multiplicity is 1. The energy above the lowest of the compared OMol25 structures with the same formula, charge and spin comes out at 9.33 kcal per mole. The HOMO energy is -10.78 eV. The maximum force is 2.81 eV Å⁻¹. Its total charge is +1.

Here are the Mulliken charges for atoms 1 to 2, given in e: atom 1 (Hf): -0.3437, atom 2 (C): -1.4176

***

# 4
Computed, not measured: a molecular structure, C39H41ClN4O6PSSiTi in a non-equilibrium geometry, with wB97M-V/def2-TZVPD.

Geometry as XYZ:
```
95
C39H41ClN4O6PSSiTi | the Open Molecules 2025 dataset | wB97M-V/def2-TZVPD
Ti -0.1680 0.0069 1.2423
O 3.0049 -0.4164 3.1205
S 1.9223 0.4083 2.7258
O 1.8874 1.7675 3.1608
O 0.5347 -0.2748 3.0207
O 1.7037 0.3414 1.1605
O -1.7838 0.7226 2.8077
C -3.0923 0.3576 3.3183
C -3.2783 -1.1382 3.2890
C -2.2571 -1.8749 4.1593
C -1.6913 -3.0425 3.4148
C -1.8454 -4.3387 3.8848
C -1.3324 -5.3959 3.1543
C -0.6848 -5.1177 1.9653
C -0.5764 -3.7966 1.5728
N -1.0571 -2.7606 2.2622
H -1.1434 0.6369 3.5287
H -3.8242 0.8709 2.6978
H -3.1708 0.7626 4.3284
H -3.1785 -1.4709 2.2545
H -4.2973 -1.3748 3.6045
H -2.6913 -2.1958 5.1060
H -1.4210 -1.2275 4.4270
H -2.3633 -4.5073 4.8192
H -1.4432 -6.4137 3.5051
H -0.2643 -5.8982 1.3453
H -0.0693 -3.5750 0.6525
Cl 2.5529 -2.7283 1.6477
C 2.5629 -3.5658 0.1492
C 3.3460 -4.7094 0.0517
C 3.4087 -5.3994 -1.1432
C 2.6861 -4.9468 -2.2405
C 1.9029 -3.8137 -2.1284
C 1.8214 -3.0935 -0.9286
P 0.7596 -1.5986 -0.8691
C -0.5237 -1.9858 -2.0893
C -1.6979 -2.5966 -1.6605
C -2.6718 -2.9649 -2.5794
C -2.4888 -2.7054 -3.9289
C -1.3275 -2.0780 -4.3632
C -0.3482 -1.7221 -3.4495
C 1.7627 -0.3387 -1.7098
C 3.1354 -0.4627 -1.8803
C 3.8530 0.5553 -2.4971
C 3.2036 1.6898 -2.9599
C 1.8269 1.8124 -2.8025
C 1.1122 0.8055 -2.1735
H 3.9021 -5.0358 0.9202
H 4.0209 -6.2884 -1.2170
H 2.7269 -5.4762 -3.1827
H 1.3384 -3.4904 -2.9907
H -1.8614 -2.7733 -0.6048
H -3.5783 -3.4488 -2.2381
H -3.2511 -2.9870 -4.6438
H -1.1825 -1.8650 -5.4144
H 0.5524 -1.2320 -3.7994
H 3.6528 -1.3472 -1.5280
H 4.9230 0.4533 -2.6223
H 3.7643 2.4724 -3.4546
H 1.3101 2.6884 -3.1754
H 0.0365 0.9030 -2.0684
N 5.4223 8.5703 -1.5978
C 4.6573 7.8178 -1.1872
C 3.6995 6.8742 -0.6732
C 4.0990 5.5771 -0.3632
C 3.1792 4.6703 0.1321
C 1.8602 5.0671 0.2968
C 1.4512 6.3563 -0.0058
C 2.3766 7.2652 -0.4879
N 0.9044 4.1273 0.7815
C -0.1799 4.3798 1.6007
C -0.7912 3.1891 1.7922
N -0.1159 2.2097 1.0880
C 0.9100 2.8152 0.5163
H 5.1326 5.2873 -0.4916
H 3.4996 3.6763 0.4162
H 0.4152 6.6463 0.1076
H 2.0732 8.2733 -0.7336
H -0.3836 5.3560 2.0028
H -1.6569 2.9662 2.3840
H 1.6547 2.3417 -0.0961
C -4.3622 -0.4180 -0.3195
Si -2.9192 0.7002 -0.6712
C -3.3390 2.3865 -0.0144
C -2.5894 0.8771 -2.4895
O -1.5644 0.0724 0.1477
H -5.2283 -0.0546 -0.8804
H -4.6309 -0.3901 0.7393
H -4.1988 -1.4571 -0.6019
H -4.1939 2.7431 -0.5990
H -2.5326 3.1074 -0.1455
H -3.6387 2.3873 1.0345
H -3.5595 0.9224 -2.9940
H -2.0271 0.0587 -2.9374
H -2.0733 1.8168 -2.7040
```

The value obtained for the gap between HOMO and LUMO is 7.7 eV. The energy comes out at -4519.95547 a.u. The spin multiplicity is 1. The energy above the lowest of the compared OMol25 structures with the same formula, charge and spin comes out at 53.52 kcal per mole. The HOMO energy is -11.53 eV. The maximum force is 1.28 eV Å⁻¹. Its total charge is +1.

Here are the Mulliken charges for atoms 1 to 2, given in e: atom 1 (Ti): -0.2785, atom 2 (O): -0.6832

***

# 5
Computed, not measured: 7 unconnected molecules or ions with the total composition C39H41FO3 in a non-equilibrium geometry, with wB97M-V/def2-TZVPD.

Geometry as XYZ:
```
84
C39H41FO3 | the Open Molecules 2025 dataset | wB97M-V/def2-TZVPD
C 19.0997 -3.8838 28.6317
O 18.3875 -3.6750 29.7952
C 18.1605 -4.7141 30.5653
O 18.5555 -5.8923 30.3245
O 17.4922 -4.2544 31.6832
C 17.3489 -5.1213 32.8131
H 18.5487 -4.3823 27.8342
H 19.9530 -4.5496 28.7609
H 19.6931 -3.0035 28.3845
H 16.6996 -5.9156 32.4447
H 16.7699 -4.6371 33.5995
H 18.2959 -5.5916 33.0778
F 10.7327 -5.4245 32.3679
C 11.8438 -6.2153 32.1319
C 11.9010 -7.5638 32.4079
C 13.0945 -8.2933 32.1983
C 14.2632 -7.6961 31.7090
C 14.2120 -6.2870 31.5633
C 13.0342 -5.5703 31.9082
H 11.0349 -8.1107 32.7504
H 13.1568 -9.3703 32.2490
H 15.0810 -8.3702 31.5009
H 15.1098 -5.8330 31.1704
H 13.0427 -4.4926 31.9776
C 10.5363 -10.9736 36.0062
C 10.1047 -11.5140 37.2355
C 8.7740 -11.8690 37.3018
C 7.9291 -11.7630 36.2046
C 8.3722 -11.2027 34.9908
C 9.7215 -10.8068 34.9537
H 11.5621 -10.7790 35.7298
H 10.8244 -11.5398 38.0404
H 8.2921 -12.1832 38.2158
H 6.9755 -12.2385 36.3808
H 7.6653 -11.1224 34.1783
H 10.0185 -10.3915 34.0021
C 13.0962 -4.1103 28.6691
C 12.3063 -3.0117 28.7259
C 12.9326 -1.8382 28.2451
C 14.2583 -1.8555 27.7302
C 14.9341 -3.0107 27.7234
C 14.3696 -4.1281 28.1556
H 12.6460 -4.9868 29.1112
H 11.3035 -3.0726 29.1224
H 12.4670 -0.8637 28.2542
H 14.7534 -1.0181 27.2612
H 15.9647 -2.8881 27.4245
H 14.9546 -5.0328 28.2308
C 11.7683 -1.1413 32.3077
C 11.5078 -2.1693 33.1174
C 12.1221 -2.2275 34.3710
C 12.9930 -1.1747 34.7661
C 13.1560 -0.0612 33.9244
C 12.6379 -0.1005 32.6616
H 11.2489 -1.1649 31.3611
H 10.8239 -2.9379 32.7890
H 11.9719 -3.0325 35.0750
H 13.5707 -1.3436 35.6628
H 13.9497 0.6466 34.1126
H 13.0448 0.6854 32.0426
C 13.7341 -14.3286 32.4358
C 14.2610 -13.1181 31.9351
C 14.5306 -12.0535 32.7517
C 14.2351 -12.2543 34.1432
C 13.6250 -13.4278 34.5701
C 13.2613 -14.4064 33.7266
H 13.6669 -15.2052 31.8085
H 14.5712 -13.0229 30.9050
H 14.9799 -11.1230 32.4378
H 14.4680 -11.4806 34.8599
H 13.4365 -13.6494 35.6101
H 12.8350 -15.3257 34.1003
C 8.3460 -6.2544 37.1466
C 8.6491 -4.9173 37.4610
C 9.1159 -4.0761 36.5225
C 9.1630 -4.4877 35.1975
C 8.9404 -5.8228 34.8993
C 8.5251 -6.6938 35.8864
H 7.9016 -6.9862 37.8050
H 8.4417 -4.5249 38.4456
H 9.3963 -3.0849 36.8470
H 9.3861 -3.7507 34.4402
H 9.0304 -6.1900 33.8876
H 8.2875 -7.7271 35.6808
```

The value obtained for the gap between HOMO and LUMO is 9.7 eV. The energy comes out at -1836.16891 a.u. The spin multiplicity is 1. The structure (SMILES) is COC(=O)OC.Fc1ccccc1.c1ccccc1.c1ccccc1.c1ccccc1.c1ccccc1.c1ccccc1. The HOMO energy is -9.11 eV. The maximum force is 4.44 eV Å⁻¹. Its total charge is 0.

Here are the Mulliken charges for atoms 1 to 2, given in e: atom 1 (C): -0.7978, atom 2 (O): -0.2997